This record from the OMol25 dataset describes 10 unconnected molecules or ions with the total composition C42H113N9O12 at a distorted geometry. The level of theory is wB97M-V/def2-TZVPD.

The calculation puts the relative energy (zero: lowest compared OMol25 entry of this formula, charge and spin) at 0.00 kcal/mol. The spin multiplicity is 1. For the molar mass, the calculation gives 936.417 g mol⁻¹. As for the gap between HOMO and LUMO: 9.26 eV. The highest occupied orbital energy is -8.793 eV. The SMILES is COC[C@H](C)N.COC[C@H](C)N.COC[C@H](C)N.COC[C@H](C)N.COC[C@H](C)N.COC[C@H](C)N.COC[C@H](C)N.COCCNCCOC.COCCNCCOC.CCO. For the maximum force, the calculation gives 3.52 eV/A.

XYZ file:
```
176
Properties=species:S:1:pos:R:3:mulliken_charge:R:1
C 18.07904 -26.14544 17.35564 -0.8534
O 17.06138 -25.79873 16.50721 -0.1703
C 17.11330 -24.43566 16.17915 -0.8593
C 16.00931 -24.09531 15.22187 -0.3064
N 16.02022 -25.04984 14.15348 -0.3414
C 14.79519 -25.01682 13.33874 0.5816
C 14.81130 -23.89407 12.36118 -0.8948
O 14.22403 -22.75323 12.84311 -0.3236
C 13.59309 -21.99194 11.83692 -0.5828
H 19.01226 -25.69981 16.99327 0.3844
H 18.16976 -27.23005 17.34454 0.2175
H 17.95917 -25.88120 18.41711 0.2848
H 18.04674 -24.16771 15.63865 0.4429
H 17.07618 -23.76094 17.04998 0.3628
H 16.07344 -23.06155 14.89066 0.3378
H 15.02327 -24.20928 15.73158 0.2310
H 16.19477 -25.95313 14.56995 0.2231
H 13.95416 -24.94490 14.04155 -0.2719
H 14.81546 -25.95721 12.79096 -0.0303
H 14.17494 -24.27839 11.53889 0.3984
H 15.82159 -23.74525 11.97369 0.3446
H 13.20631 -21.07514 12.26295 0.2715
H 12.82800 -22.58342 11.32777 0.0716
H 14.35959 -21.66752 11.10921 0.3432
C 3.26378 -32.27457 7.88425 -0.7116
O 4.11678 -33.20705 8.46055 -0.3034
C 3.98593 -33.23777 9.87258 -0.6420
C 5.14320 -33.98255 10.49258 -0.6329
N 6.32429 -33.09684 10.65616 -0.3029
C 7.47885 -33.79244 11.17987 -0.8478
C 8.74370 -32.95413 11.03977 -0.1743
O 9.09333 -32.90994 9.67461 -0.4015
C 10.26481 -32.14556 9.41903 -0.6233
H 3.31231 -32.34182 6.79880 0.2524
H 3.50620 -31.23760 8.18451 0.2879
H 2.19816 -32.42488 8.15531 0.2853
H 3.02821 -33.69709 10.17989 0.4501
H 4.00947 -32.20981 10.28388 0.3177
H 5.41484 -34.79276 9.78047 0.3490
H 4.80681 -34.42260 11.42520 0.4098
H 6.62588 -32.75132 9.74675 0.2381
H 7.66024 -34.77061 10.68696 0.3194
H 7.40627 -34.06543 12.24726 0.3899
H 9.56231 -33.31773 11.67175 0.5000
H 8.50058 -31.91798 11.33666 0.0153
H 11.16591 -32.52669 9.94523 0.3121
H 10.15713 -31.09845 9.79704 0.1274
H 10.49751 -32.08523 8.35883 0.3511
C 8.10146 -26.31316 17.56473 -1.0086
C 6.83503 -25.40380 17.43156 0.6098
C 6.17214 -25.58627 16.03919 -0.9512
O 7.14973 -25.51415 15.10614 -0.0888
C 6.65875 -25.58857 13.78054 -0.5426
N 5.84671 -25.71767 18.48216 -0.7270
H 8.98570 -25.79263 17.20574 0.3525
H 8.00610 -27.27303 17.04919 -0.1011
H 8.22170 -26.59447 18.61934 0.4470
H 7.12402 -24.33324 17.48987 0.2302
H 5.43605 -24.79135 15.83462 0.4092
H 5.68075 -26.58098 16.04771 0.2675
H 6.04816 -24.71867 13.51500 0.3550
H 6.10221 -26.52308 13.59650 0.3308
H 7.54544 -25.63381 13.14247 -0.0813
H 4.95841 -25.22931 18.32641 0.2345
H 6.16649 -25.36579 19.38073 0.2253
C 15.69801 -29.32196 8.62545 -1.3137
C 15.47337 -28.72802 7.29265 0.5131
C 14.56610 -27.54469 7.36605 -0.4032
O 14.51198 -26.95323 6.07148 -0.3773
C 13.45893 -25.96839 5.94290 -0.6201
N 16.74938 -28.45122 6.67913 -0.7144
H 14.80285 -29.70644 9.14830 0.2355
H 16.03150 -28.60326 9.39516 0.2413
H 16.37902 -30.16392 8.58579 0.4002
H 14.94311 -29.50918 6.73569 0.2115
H 14.96766 -26.76983 8.05151 0.1907
H 13.53190 -27.79664 7.65286 0.3163
H 13.76181 -25.27896 5.14431 0.3190
H 13.34984 -25.35368 6.85491 0.1862
H 12.49378 -26.42088 5.66708 0.2505
H 16.61177 -28.15467 5.71547 0.3372
H 17.16835 -27.65572 7.16656 0.2708
C 11.05891 -25.10829 9.12178 -0.9838
C 9.52624 -25.32649 9.24884 0.4135
C 9.06285 -26.55216 8.41980 -0.5680
O 7.60029 -26.55153 8.30795 -0.3425
C 7.14933 -26.88645 7.07868 -0.7328
N 9.20736 -25.50717 10.62787 -0.3917
H 11.31424 -24.25800 9.79100 0.1238
H 11.42049 -24.82269 8.13785 0.5217
H 11.65804 -25.94321 9.51439 0.0191
H 9.00118 -24.46956 8.82841 0.2456
H 9.31180 -27.45258 9.00952 -0.0444
H 9.52390 -26.58075 7.42741 0.6267
H 7.47640 -26.15256 6.32281 0.2887
H 6.06422 -26.85905 7.07446 0.2526
H 7.51094 -27.87851 6.78993 0.2988
H 9.89375 -26.21073 10.94471 -0.0779
H 8.30441 -25.98294 10.68739 0.3040
C 9.40791 -30.12973 18.04977 -0.3233
C 8.29233 -31.06882 17.57240 0.1026
C 6.93721 -30.65903 18.14640 -0.4883
O 5.98599 -31.57050 17.75924 -0.3091
C 4.73663 -31.27334 18.26586 -0.7535
N 8.25910 -31.03429 16.05968 -0.4667
H 10.35840 -30.49857 17.65121 -0.1545
H 9.51210 -30.11336 19.13746 0.3793
H 9.29155 -29.11895 17.65145 -0.3359
H 8.55571 -32.10797 17.78490 0.4617
H 6.66076 -29.64711 17.80408 0.1257
H 7.04666 -30.58987 19.25095 0.4321
H 4.03555 -31.92036 17.73984 0.2569
H 4.42451 -30.23726 18.06049 0.3032
H 4.68674 -31.44841 19.34517 0.2931
H 7.72213 -30.21630 15.76673 0.1865
H 7.71634 -31.85117 15.77785 0.2491
C 15.90261 -33.13557 18.81368 -1.4066
C 14.61593 -33.18711 18.02786 1.4351
C 14.90198 -33.77318 16.71052 -0.8079
O 13.79720 -33.87408 15.88246 -0.4052
C 13.15640 -32.66092 15.65735 -0.3795
N 13.65471 -34.06395 18.71034 -0.7294
H 16.56934 -32.43021 18.30975 0.1814
H 16.42136 -34.10551 18.74583 0.3831
H 15.82408 -32.85082 19.85500 0.3443
H 14.21873 -32.15959 18.07550 -0.4028
H 15.21827 -34.79568 16.87325 0.3692
H 15.69141 -33.15246 16.25216 0.3398
H 13.82626 -31.85943 15.27130 0.2401
H 12.71209 -32.21594 16.57352 0.0431
H 12.34438 -32.78396 14.94407 0.3076
H 12.78357 -34.15584 18.19220 0.2610
H 13.38524 -33.70419 19.62445 0.2552
C 16.25324 -29.55375 16.92595 -1.3784
C 15.70280 -28.83798 18.09833 0.4720
C 14.52269 -27.93602 17.84848 -0.8229
O 13.47549 -28.77162 17.57577 0.0379
C 12.27754 -28.06707 17.52630 -0.0269
N 15.33609 -29.87858 19.20201 -0.4701
H 16.66634 -28.86714 16.18000 0.3677
H 15.45422 -30.16289 16.49543 0.1245
H 17.04560 -30.23233 17.23350 0.3312
H 16.43758 -28.24654 18.66513 0.5028
H 14.69570 -27.28141 16.99013 0.1220
H 14.30724 -27.40190 18.77699 0.3817
H 12.20556 -27.36145 16.68688 -0.0008
H 12.11803 -27.46938 18.44125 0.4050
H 11.45303 -28.77244 17.41009 -0.3590
H 15.57660 -29.51424 20.11960 0.2821
H 14.31480 -29.99253 19.23534 0.1422
C 12.24930 -28.79702 10.69666 -1.3107
C 12.29420 -28.27992 12.10779 2.6434
C 11.19039 -28.78929 12.96741 -0.8884
O 9.99265 -28.62335 12.35434 0.1785
C 8.95569 -29.20823 13.07989 -0.7835
N 13.63255 -28.55866 12.62285 -0.7320
H 12.52609 -29.84964 10.70337 0.3491
H 12.95026 -28.13641 10.16850 0.2573
H 11.31276 -28.66235 10.15952 -0.1118
H 12.16259 -27.18110 12.01411 -0.9858
H 11.12496 -28.30525 13.96366 -0.0099
H 11.33518 -29.85186 13.24922 0.2599
H 9.09370 -29.11928 14.16983 0.2496
H 8.83872 -30.27332 12.83507 0.0950
H 8.01402 -28.70291 12.84988 0.3879
H 13.85635 -28.03661 13.46873 0.1605
H 14.33235 -28.27822 11.94095 0.3155
C 11.31195 -25.04858 13.93543 0.1659
C 11.11868 -23.56796 14.17943 -0.6485
O 12.20790 -22.92228 14.80816 -0.6634
H 11.96944 -25.55957 14.62785 0.1849
H 11.50181 -25.26395 12.88400 -0.2398
H 10.35403 -25.55399 14.15347 0.1690
H 10.31616 -23.48173 14.91111 0.3520
H 10.82730 -23.08483 13.24030 0.2589
H 13.04862 -22.90380 14.30037 0.4630
```